The following is a quantum chemistry calculation of a single C2H4 molecule at a distorted geometry, from the OMol25 dataset.

Results
Net charge: 0
Energy relative to the best compared isomer or geometry (same formula, charge and spin) (kcal/mol): 1.8
SMILES: C=C

Structure (XYZ):
```
6
Properties=species:S:1:pos:R:3:forces:R:3:mulliken_charge:R:1
C 0.6516 0.0012 0.0108 0.7 -0.2 -0.3 -0.476
C -0.6518 -0.0118 -0.0194 -1.6 -0.1 0.6 -0.405
H 1.1290 0.9373 -0.0265 0.8 1.1 0.1 0.219
H 1.3052 -0.8542 0.0030 -0.1 -0.4 0.0 0.233
H -1.2260 0.9300 0.0520 0.3 -0.7 -0.3 0.203
H -1.2070 -0.9493 0.0235 0.0 0.3 -0.1 0.226
```
Positions in Å, forces in eV/Å.

The following is a quantum chemistry calculation of 4 unconnected molecules or ions with the total composition C32H58Br2N2O11 at a distorted geometry, from the OMol25 dataset.

Results
Calculated total energy (eV): -199707.7524
Net charge: 0
SMILES: C[C@@H](Br)[C@@H](Br)c1cc(CCCN)cc2c1C(=O)NC2=O.COCCOCCOC.COCCOCCOC.COCCOCCOC

Structure (XYZ):
```
105
Properties=species:S:1:pos:R:3:forces:R:3:mulliken_charge:R:1
C -0.5094 -7.7167 -0.1416 0.1 -0.3 1.1 -1.642
C -0.0864 -6.2802 0.1185 -0.2 -0.2 -1.0 0.100
Br 1.3714 -6.2173 1.4478 -0.3 0.0 0.0 -0.185
C 0.3882 -5.4565 -1.1308 -0.1 0.3 1.0 -0.709
Br 0.3349 -6.4170 -2.8229 0.1 0.2 0.1 -0.070
C -0.3473 -4.1294 -1.1393 0.2 -1.5 -0.7 0.655
C 0.3140 -3.0398 -0.6404 1.1 -0.2 0.4 -1.153
C -0.2349 -1.7822 -0.5674 0.1 1.0 0.5 0.721
C 0.5341 -0.6060 -0.0156 -0.4 -0.2 0.0 -1.220
C 0.7225 -0.6069 1.5136 0.7 0.0 0.0 -0.515
C 1.2049 -1.9179 2.1385 0.2 0.2 0.4 -0.563
N 2.5489 -2.3252 1.6809 -0.3 -0.1 -0.2 -0.578
C -1.5145 -1.6130 -1.0324 -0.7 0.9 0.0 -0.974
C -2.1690 -2.6900 -1.5429 -1.7 -0.9 -0.8 -0.288
C -1.6401 -3.9609 -1.5975 0.4 -0.5 0.1 1.208
C -2.6493 -4.9264 -2.1702 0.6 0.6 -0.3 0.206
O -2.7146 -6.1306 -2.1225 -0.1 0.9 0.1 -0.537
N -3.6165 -4.0669 -2.7810 -1.0 -0.9 1.9 -0.320
C -3.5510 -2.7927 -2.1443 0.1 1.0 -0.5 -0.070
O -4.4588 -1.9945 -2.1542 0.8 -0.6 0.2 -0.569
H -1.0016 -8.0805 0.7668 0.0 0.0 -0.1 0.437
H -1.2351 -7.8094 -0.9449 0.2 0.2 -0.2 0.392
H 0.3622 -8.3579 -0.2747 -0.1 0.0 -0.4 0.401
H -0.9206 -5.7422 0.5629 0.2 0.0 0.2 0.574
H 1.4347 -5.2200 -0.9648 0.0 -0.2 -0.4 0.757
H 1.3213 -3.1840 -0.2684 0.1 0.1 -0.2 0.607
H -0.0320 0.2927 -0.2717 0.2 0.1 -0.1 0.396
H 1.4936 -0.5740 -0.5350 0.1 0.1 0.2 0.350
H 1.4914 0.1426 1.7336 -0.1 0.0 0.0 0.297
H -0.1657 -0.2595 2.0482 -0.2 -0.2 -0.2 0.253
H 1.2528 -1.7543 3.2213 -0.3 -0.1 0.0 0.489
H 0.4910 -2.7272 1.9690 0.0 0.1 0.0 0.313
H 3.2110 -2.2171 2.4372 0.1 0.1 -0.1 0.270
H 2.5426 -3.3153 1.4644 0.1 0.0 0.0 0.074
H -2.0281 -0.6591 -1.0061 0.2 0.1 0.0 0.582
H -4.5182 -4.4703 -2.5171 -0.3 0.0 -1.1 0.304
C 0.9844 6.2049 2.9906 0.1 0.1 -0.2 -0.712
O 0.5212 5.9181 1.6875 -0.2 -0.3 0.3 -0.186
C 1.3104 4.9527 1.0114 -0.1 0.2 -0.1 -0.661
C 0.4627 4.0054 0.1859 0.0 -0.1 -0.2 -0.317
O -0.3003 3.0696 0.9367 0.0 0.0 0.0 -0.305
C -1.4115 3.5574 1.6781 0.0 -0.1 0.1 -0.454
C -2.5699 4.0495 0.8331 0.0 0.3 0.2 -0.529
O -2.2759 5.3024 0.2362 0.2 -0.3 -0.3 -0.233
C -2.8131 5.4482 -1.0625 0.0 0.2 0.2 -0.933
H 1.8812 6.8330 2.9514 0.0 0.0 0.1 0.298
H 0.1988 6.7420 3.5182 0.0 0.1 -0.1 0.131
H 1.2095 5.2871 3.5447 0.0 0.0 0.0 0.370
H 1.9037 4.3691 1.7235 0.0 0.0 0.0 0.375
H 1.9972 5.4860 0.3421 0.1 -0.2 0.0 0.382
H 1.1480 3.3973 -0.4110 0.0 0.0 0.1 0.436
H -0.1659 4.5436 -0.5246 0.0 0.2 0.1 0.086
H -1.0994 4.3072 2.4064 0.0 0.2 -0.1 0.099
H -1.7688 2.6975 2.2507 0.0 0.0 -0.1 0.422
H -3.4489 4.1847 1.4775 0.0 -0.2 0.0 0.373
H -2.8037 3.2980 0.0711 0.0 0.0 0.0 0.459
H -2.5975 4.5720 -1.6828 -0.1 0.0 0.0 0.397
H -2.3379 6.3146 -1.5205 0.0 0.0 0.1 0.255
H -3.8942 5.6185 -1.0193 0.0 -0.1 -0.1 0.323
C 3.2512 -6.7125 -5.3153 0.2 0.1 0.1 -0.598
O 4.3841 -7.3840 -4.8083 -0.2 -0.3 -0.1 -0.313
C 4.3374 -7.5930 -3.4062 0.2 0.1 -0.1 -0.143
C 4.8932 -8.9507 -3.0283 0.1 0.0 0.1 -0.416
O 4.0654 -10.0526 -3.3721 0.0 0.0 0.0 -0.471
C 3.9340 -10.3951 -4.7451 -0.1 0.0 0.0 -0.291
C 5.1850 -10.9618 -5.3849 0.0 0.2 -0.2 -0.562
O 6.1487 -9.9471 -5.6194 0.1 0.0 0.4 -0.271
C 7.4783 -10.3800 -5.4342 -0.1 0.1 -0.2 -0.800
H 3.2945 -5.6468 -5.0631 -0.2 0.0 0.0 0.289
H 3.2474 -6.8228 -6.3988 0.1 0.0 0.0 0.282
H 2.3251 -7.1405 -4.9189 0.0 0.0 0.0 0.163
H 3.3113 -7.5113 -3.0321 0.0 0.0 0.0 -0.010
H 4.9447 -6.8138 -2.9268 -0.1 0.0 0.2 0.408
H 4.9636 -8.9798 -1.9375 -0.1 0.0 0.0 0.436
H 5.9082 -9.0867 -3.4049 0.0 0.1 -0.2 0.120
H 3.5362 -9.5591 -5.3219 0.2 0.1 -0.1 0.095
H 3.1740 -11.1802 -4.7676 0.0 0.0 0.1 0.409
H 4.9199 -11.4003 -6.3558 -0.1 -0.2 0.1 0.391
H 5.5935 -11.7493 -4.7420 0.0 0.0 0.0 0.351
H 7.5918 -10.9252 -4.4909 0.0 -0.1 0.0 0.361
H 8.1113 -9.4944 -5.3938 0.0 0.0 -0.1 0.232
H 7.8026 -11.0097 -6.2701 0.1 -0.1 0.1 0.322
C -4.5952 12.7376 3.6272 0.2 0.0 -0.1 -0.805
O -3.6433 11.6970 3.6354 -0.3 -0.1 0.2 -0.267
C -2.9151 11.5998 4.8476 0.1 0.0 -0.2 -0.579
C -2.6760 10.1553 5.2381 0.1 -0.1 0.1 -0.128
O -3.8264 9.4608 5.6979 0.0 0.0 0.0 -0.468
C -4.8333 9.1253 4.7517 -0.1 0.0 0.1 -0.396
C -4.4307 8.0713 3.7407 0.0 0.2 -0.3 -0.498
O -3.5427 8.6009 2.7728 0.3 0.0 0.3 -0.352
C -2.5538 7.6783 2.3521 -0.2 0.2 -0.1 -0.869
H -4.1038 13.7102 3.5100 -0.1 0.1 0.1 0.320
H -5.2647 12.5743 2.7842 0.1 0.0 0.0 0.233
H -5.1903 12.7417 4.5471 0.0 0.0 0.0 0.365
H -3.4426 12.1067 5.6629 0.0 0.0 0.0 0.350
H -1.9457 12.0937 4.7015 0.1 0.0 0.2 0.376
H -1.9896 10.1597 6.0892 -0.1 0.0 0.1 0.422
H -2.1743 9.6036 4.4415 -0.1 0.1 -0.2 -0.043
H -5.2251 10.0175 4.2617 0.1 0.0 -0.2 0.132
H -5.6514 8.7106 5.3463 0.1 0.0 0.1 0.415
H -5.3293 7.7217 3.2145 -0.1 -0.1 0.2 0.386
H -3.9774 7.2230 4.2664 0.0 0.0 0.0 0.314
H -2.0792 7.1898 3.2109 0.0 -0.1 0.0 0.200
H -1.7882 8.2348 1.8129 0.0 0.0 -0.1 0.331
H -2.9797 6.9298 1.6840 0.1 -0.1 0.1 0.508
```
Positions in Å, forces in eV/Å.

The following is a quantum chemistry calculation of a molecular structure, C11H9F5N2S3, from the OMol25 dataset.

Results
Net charge: 0
Energy relative to the best compared isomer or geometry (same formula, charge and spin) (kcal/mol): 0.0

Structure (XYZ):
```
30
Properties=species:S:1:pos:R:3:forces:R:3:mulliken_charge:R:1
C 2.0374 -0.3342 1.5820 0.0 0.0 0.2 -0.910
C 0.9939 -1.1549 2.3429 0.1 0.0 0.0 -0.379
S 0.2800 -2.5323 1.4219 0.1 0.0 -0.2 -0.100
C -0.9608 -1.7145 0.3698 0.3 -0.1 0.2 -1.398
C -0.4602 -0.7296 -0.6581 0.0 -0.5 0.1 0.475
C -0.9101 0.5490 -0.8054 0.0 0.5 0.0 -0.176
C -2.0969 0.9644 0.0581 0.0 0.0 -0.1 0.994
F -2.7890 2.0010 -0.4382 0.1 0.1 -0.2 -0.310
F -2.9901 -0.0617 0.1007 -0.3 0.2 0.0 -0.283
C -1.7116 1.3357 1.5457 0.0 0.0 -0.2 0.723
F -0.3803 1.3265 1.7028 -0.2 0.4 -0.1 -0.238
F -2.2223 0.4578 2.4040 -0.1 -0.1 0.2 -0.243
F -2.1525 2.5434 1.8637 0.0 0.1 0.1 -0.282
C -0.2705 1.4613 -1.7398 -0.1 0.1 0.2 -0.504
S -0.6256 3.2169 -1.8587 -0.3 0.0 0.0 -0.188
C 0.7046 1.0323 -2.5788 0.0 0.1 -0.1 -0.608
C 1.0981 -0.3197 -2.5426 0.0 0.1 0.2 0.624
N 1.9859 -0.9128 -3.3396 0.1 -0.2 -0.2 -0.738
S 2.0067 -2.4499 -2.8883 0.3 -0.1 -0.3 0.156
N 0.9579 -2.4433 -1.7012 -0.1 -0.2 0.3 -0.496
C 0.5227 -1.1861 -1.5839 -0.1 0.0 0.0 0.815
H 2.4184 -0.8921 0.7335 0.1 0.0 -0.2 0.253
H 2.8811 -0.1141 2.2326 0.1 0.1 0.1 0.382
H 1.6359 0.6182 1.2481 0.0 -0.1 -0.2 0.173
H 0.2022 -0.5244 2.7386 0.0 -0.1 0.1 0.183
H 1.4554 -1.6467 3.1942 0.1 -0.1 0.1 0.473
H -1.6809 -1.2810 1.0446 0.0 -0.2 -0.1 0.450
H -1.4255 -2.5465 -0.1535 -0.2 -0.1 0.0 0.429
H 0.3314 3.6243 -1.0212 0.1 0.0 0.1 0.174
H 1.1647 1.7132 -3.2739 0.1 0.1 -0.1 0.553
```
Positions in Å, forces in eV/Å.

Question: net charge of number 3 (C11H9F5N2S3)?
Answer: 0

Question: Which value of net charge does entry 1 give?
Answer: 0